The following is a quantum chemistry calculation of a molecular structure, C48H53As2CaN5O3S, from the OMol25 dataset.

```
113
Properties=species:S:1:pos:R:3:lowdin_charge:R:1
Ca 0.380 -0.183 0.336 0.97
N 2.563 2.017 -2.086 0.01
C 3.170 3.275 -1.656 -0.28
C 2.850 3.661 -0.206 -0.18
C 1.367 3.823 0.173 -0.25
N 0.637 2.563 0.401 -0.05
H 2.648 1.358 -1.321 0.03
H 3.089 1.637 -2.866 0.07
H 2.822 4.071 -2.325 0.10
H 4.264 3.231 -1.749 0.10
H 3.339 4.621 -0.027 0.11
H 3.297 2.925 0.469 0.10
H 0.858 4.378 -0.618 0.09
H 1.329 4.438 1.081 0.10
H -0.321 2.760 0.672 -0.01
H 1.075 2.097 1.189 0.00
C 2.009 -4.601 0.527 0.03
C 0.800 -3.774 0.883 -0.49
O 0.875 -2.572 1.112 -0.08
N -0.365 -4.458 0.976 0.09
C -1.600 -3.815 1.379 -0.10
C -2.461 -3.436 0.195 -0.25
C -3.666 -4.086 -0.047 -0.02
C -4.463 -3.652 -1.094 -0.06
C -4.037 -2.581 -1.858 -0.04
C -2.821 -1.995 -1.542 -0.17
N -2.037 -2.420 -0.555 0.14
H 2.898 -3.997 0.694 0.08
H 1.964 -4.899 -0.523 0.09
H 2.054 -5.497 1.146 0.09
H -0.375 -5.447 0.800 0.14
H -1.321 -2.896 1.897 0.12
H -2.155 -4.469 2.050 0.13
H -3.983 -4.908 0.581 0.11
H -5.409 -4.137 -1.298 0.11
H -4.638 -2.195 -2.670 0.11
H -2.469 -1.121 -2.075 0.05
O 3.765 -1.737 0.939 0.05
C 2.978 -1.061 0.289 -0.67
O 2.447 0.054 0.599 -0.27
C 2.574 -1.604 -1.084 -0.20
C 3.520 -2.320 -1.849 0.01
C 3.149 -2.820 -3.061 0.01
C 1.807 -2.682 -3.488 -0.15
C 1.323 -3.223 -4.700 -0.03
C 0.000 -3.115 -5.030 -0.07
C -0.897 -2.467 -4.159 -0.06
C -0.453 -1.913 -2.991 -0.08
C 0.912 -1.992 -2.633 -0.19
N 1.327 -1.423 -1.466 0.07
H 4.515 -2.439 -1.444 0.12
H 3.858 -3.333 -3.700 0.12
H 2.017 -3.743 -5.349 0.11
H -0.364 -3.540 -5.956 0.10
H -1.949 -2.412 -4.413 0.11
H -1.125 -1.431 -2.298 0.01
S -1.874 0.896 1.450 0.45
C -2.006 0.623 3.174 -0.74
C -3.252 0.869 3.773 -0.15
C -3.430 0.750 5.137 -0.10
C -2.363 0.386 5.949 -0.10
C -1.131 0.130 5.371 -0.11
C -0.929 0.232 3.995 -0.41
As 0.803 -0.175 3.155 1.32
C 1.539 -1.150 4.694 -0.37
C 1.054 -2.442 4.885 -0.12
C 1.423 -3.188 5.991 -0.09
C 2.307 -2.654 6.919 -0.09
C 2.811 -1.377 6.729 -0.08
C 2.430 -0.629 5.623 -0.09
C 1.678 1.546 3.468 -0.39
C 3.055 1.633 3.257 -0.13
C 3.722 2.830 3.467 -0.09
C 3.022 3.956 3.879 -0.09
C 1.650 3.881 4.076 -0.09
C 0.983 2.680 3.874 -0.09
H -4.072 1.169 3.134 0.09
H -4.400 0.953 5.575 0.10
H -2.493 0.292 7.019 0.10
H -0.303 -0.150 6.011 0.09
H 0.367 -2.856 4.153 0.09
H 1.020 -4.183 6.135 0.10
H 2.593 -3.230 7.790 0.10
H 3.500 -0.957 7.452 0.10
H 2.824 0.371 5.498 0.09
H 3.595 0.760 2.907 0.11
H 4.791 2.891 3.304 0.10
H 3.540 4.894 4.032 0.10
H 1.097 4.756 4.392 0.10
H -0.090 2.625 4.018 0.10
C -0.863 3.484 -2.645 -0.31
As -0.804 1.528 -2.603 1.16
C -0.025 1.348 -4.399 -0.30
C -2.740 1.198 -3.134 -0.33
C -3.285 2.033 -4.241 -0.32
C -3.156 1.644 -5.575 -0.07
C -3.616 2.452 -6.604 -0.09
C -4.227 3.664 -6.321 -0.10
C -4.391 4.051 -4.999 -0.09
C -3.924 3.244 -3.973 -0.07
H -1.382 3.838 -3.533 0.02
H 0.163 3.847 -2.660 0.01
H -1.364 3.868 -1.756 0.03
H -0.615 1.896 -5.133 0.01
H 0.049 0.304 -4.706 0.01
H 0.974 1.779 -4.368 0.01
H -3.315 1.367 -2.221 0.07
H -2.800 0.138 -3.394 0.04
H -2.693 0.691 -5.808 0.11
H -3.501 2.132 -7.633 0.10
H -4.574 4.301 -7.125 0.10
H -4.888 4.983 -4.763 0.10
H -4.059 3.558 -2.944 0.11
```

Kohn-Sham gap ... 6.5 eV
Multiplicity ... 1
E_HOMO ... -6.73 eV
Total energy ... -215185.153 eV